The following is a DFT calculation (the ωB97M-V functional and the def2-TZVPD basis) of a structure of composition C35H34AsBF5O3P2S4Ti.

Results
E = -203141.9092 eV
Max |F| = 0.0158 Eh/bohr
Orbital gap = 6.773 eV
LUMO energy = 2.07 eV
Relative energy (zero: lowest compared OMol25 entry of this formula, charge and spin) = 43.37 kJ/mol
Net charge = -1
E_HOMO = -0.173 Ha

Structure (XYZ):
```
86
Properties=species:S:1:pos:R:3:forces:R:3
Ti 1.171 0.860 -1.502 -0.4 0.5 0.5
O -0.987 0.398 -1.325 0.1 0.2 -0.1
P -1.843 0.322 -0.083 0.1 -0.1 0.2
C -1.007 -0.662 1.207 0.0 -0.1 -0.2
P 0.161 -1.758 0.363 0.0 -0.1 0.1
O 1.144 -1.036 -0.524 0.0 0.2 0.0
C -0.833 -2.885 -0.628 0.0 0.0 -0.1
C -1.798 -3.700 -0.037 0.0 0.0 0.0
C -2.593 -4.512 -0.827 0.0 0.0 0.0
C -2.417 -4.523 -2.206 0.1 0.0 0.0
C -1.450 -3.720 -2.795 0.0 0.0 0.0
C -0.659 -2.894 -2.008 0.0 0.0 0.0
C 1.010 -2.731 1.602 0.0 -0.1 0.0
C 0.855 -2.522 2.967 0.1 0.1 -0.1
C 1.601 -3.279 3.862 0.0 0.0 0.0
C 2.488 -4.237 3.398 0.0 0.0 0.0
C 2.648 -4.443 2.030 0.0 0.0 0.0
C 1.913 -3.690 1.133 -0.1 0.0 0.0
C -3.348 -0.586 -0.500 0.0 0.0 0.0
C -4.305 -0.846 0.480 0.0 0.0 0.0
C -5.443 -1.569 0.161 0.1 0.0 0.0
C -5.629 -2.024 -1.140 0.0 0.0 0.0
C -4.682 -1.755 -2.117 0.0 0.0 0.0
C -3.537 -1.037 -1.801 0.1 0.0 0.0
C -2.394 1.874 0.615 -0.1 0.1 -0.1
C -2.155 2.270 1.927 0.1 0.1 -0.1
C -2.617 3.509 2.356 0.1 0.0 0.1
C -3.312 4.335 1.489 0.0 0.0 0.0
C -3.557 3.938 0.178 0.0 0.0 0.0
C -3.099 2.708 -0.258 0.0 -0.1 0.0
H -1.735 -1.260 1.760 0.0 0.0 0.0
H -0.470 -0.040 1.932 0.0 0.0 0.0
H -1.930 -3.695 1.040 0.0 0.0 0.0
H -3.351 -5.136 -0.370 0.0 0.0 0.0
H -3.040 -5.159 -2.823 0.0 0.0 0.0
H -1.316 -3.721 -3.869 0.0 0.0 0.0
H 0.077 -2.242 -2.462 0.0 0.0 0.0
H 0.226 -1.726 3.348 -0.1 0.0 0.1
H 1.500 -3.090 4.923 0.0 0.0 0.0
H 3.072 -4.819 4.101 0.0 0.0 0.0
H 3.352 -5.181 1.668 0.0 0.0 0.0
H 2.041 -3.834 0.065 0.0 0.0 0.0
H -4.161 -0.472 1.489 0.0 0.0 0.0
H -6.184 -1.774 0.923 0.0 0.0 0.0
H -6.519 -2.588 -1.391 0.0 0.0 0.0
H -4.830 -2.111 -3.128 0.0 0.0 0.0
H -2.778 -0.830 -2.546 0.0 0.0 0.0
H -1.584 1.663 2.621 0.0 0.0 0.0
H -2.384 3.824 3.366 0.0 0.0 0.0
H -3.655 5.305 1.830 0.0 0.0 0.0
H -4.087 4.591 -0.503 0.0 0.0 0.0
H -3.264 2.396 -1.284 0.0 0.0 0.0
S -0.520 0.455 4.547 0.1 -0.1 0.1
As 1.050 1.894 4.572 -0.1 -0.1 0.0
S 1.118 1.691 0.732 0.2 -0.1 0.0
S 1.938 3.547 0.444 0.1 0.2 -0.1
S 0.249 3.787 4.846 0.0 0.1 0.0
F 6.180 0.310 3.289 0.0 0.0 0.0
C 5.486 0.390 2.126 0.0 0.0 0.0
C 4.792 -0.716 1.682 0.0 0.0 0.0
C 4.093 -0.624 0.489 0.0 -0.1 0.0
C 4.067 0.552 -0.264 0.0 0.0 0.0
C 3.275 0.625 -1.520 0.0 -0.1 0.0
C 4.798 1.637 0.218 0.0 0.0 0.0
C 5.505 1.568 1.412 0.0 0.0 0.0
H 4.795 -1.628 2.268 0.0 0.0 0.0
H 3.536 -1.481 0.133 0.0 0.0 0.0
H 3.332 -0.315 -2.070 0.1 0.0 0.0
H 3.602 1.425 -2.188 0.1 0.0 0.0
H 4.801 2.562 -0.344 0.0 0.0 0.0
H 6.060 2.416 1.791 0.0 0.0 0.0
C 2.507 4.531 -2.054 0.0 -0.1 0.0
C 1.372 3.853 -1.303 -0.3 0.1 0.1
C 0.100 4.691 -1.314 0.0 -0.1 0.0
O 1.089 2.617 -1.887 0.4 -0.7 0.0
H 2.791 5.464 -1.565 0.0 0.0 0.0
H 2.178 4.745 -3.073 0.0 0.0 0.0
H 3.372 3.870 -2.088 0.0 0.0 0.0
H 0.283 5.685 -0.907 0.0 0.0 0.0
H -0.662 4.200 -0.709 0.0 0.0 0.0
H -0.255 4.773 -2.344 0.0 0.0 0.0
F 2.020 1.129 -4.739 0.0 -0.1 0.0
B 0.939 0.347 -4.415 -0.1 0.0 0.0
F 1.316 -0.406 -3.136 -0.1 0.2 -0.3
F 0.628 -0.604 -5.351 0.0 0.0 0.1
F -0.145 1.105 -3.986 0.0 -0.1 -0.2
```
Positions in Å, forces in eV/Å.

Löwdin atomic charge list, values in e, 2 entries: Ti 0.9226; O -0.4007

The following is a DFT calculation (the ωB97M-V functional and the def2-TZVPD basis) of a structure of composition C35H34CdN8O4S.

Results
E = -72359.1561 eV
Max |F| = 0.0182 Eh/bohr
Orbital gap = 7.328 eV
LUMO energy = -0.46 eV
Relative energy (zero: lowest compared OMol25 entry of this formula, charge and spin) = 49.88 kJ/mol
Net charge = 0
E_HOMO = -0.286 Ha

Structure (XYZ):
```
83
Properties=species:S:1:pos:R:3:forces:R:3
Cd 0.194 -0.432 0.298 0.2 -0.1 0.4
O -2.526 2.593 6.230 0.3 -0.2 0.2
C -2.397 1.363 6.108 -0.9 0.0 -0.2
O -2.689 0.405 6.845 0.3 0.2 0.1
C -1.894 0.934 4.709 0.4 -0.1 0.0
C -1.596 1.867 3.731 0.0 0.1 0.0
C -1.094 1.436 2.517 0.0 0.2 -0.1
N -0.868 0.149 2.244 -0.2 -0.1 -0.1
C -1.180 -0.766 3.170 0.1 -0.2 0.0
C -1.702 -0.404 4.401 0.0 0.0 0.0
C -0.973 -2.203 2.803 0.0 0.0 -0.1
C -1.190 -3.229 3.720 -0.1 0.0 0.0
C -1.112 -4.540 3.292 0.0 -0.1 0.0
C -0.829 -4.809 1.961 0.0 0.0 0.1
C -0.587 -3.740 1.123 0.1 0.2 -0.1
N -0.626 -2.471 1.541 0.1 0.2 0.0
C -0.803 2.410 1.428 0.1 -0.1 0.1
C -0.223 3.644 1.698 0.0 0.1 0.0
C 0.012 4.505 0.640 0.0 0.0 0.0
C -0.344 4.113 -0.642 0.0 0.0 0.0
C -0.901 2.857 -0.814 -0.1 0.0 0.1
N -1.117 2.015 0.195 0.0 0.1 0.0
H -1.782 2.913 3.942 0.0 0.0 0.0
H -1.979 -1.117 5.164 0.0 0.0 0.0
H -1.427 -3.008 4.749 0.0 0.0 0.0
H -1.284 -5.349 3.992 0.0 0.0 0.0
H -0.799 -5.821 1.579 0.0 0.0 0.0
H -0.365 -3.885 0.072 0.0 0.0 0.0
H 0.038 3.914 2.714 0.0 0.0 0.0
H 0.465 5.473 0.815 0.0 0.0 0.0
H -0.188 4.762 -1.494 0.0 0.0 0.0
H -1.179 2.501 -1.802 0.0 0.0 0.1
N 2.042 0.178 2.391 0.1 0.0 -0.1
C 3.340 -0.492 2.265 -0.1 0.1 -0.1
C 3.091 -1.961 1.991 0.0 0.0 -0.1
N 2.371 -2.178 0.737 -0.4 -0.2 0.0
C 3.031 -2.998 -0.285 0.0 0.1 0.0
C 3.521 -2.195 -1.478 -0.1 0.1 -0.1
N 2.387 -1.622 -2.196 0.2 -0.2 0.1
H 2.149 1.174 2.546 0.0 0.0 0.0
H 1.545 -0.171 3.205 0.0 0.0 0.0
H 3.972 -0.391 3.152 0.0 0.0 0.1
H 3.874 -0.057 1.417 0.0 0.0 0.0
H 2.506 -2.365 2.825 0.0 -0.1 0.0
H 4.042 -2.499 1.983 0.0 0.0 0.0
H 1.477 -2.593 0.952 0.2 -0.2 0.1
H 2.320 -3.745 -0.655 0.0 0.0 0.0
H 3.868 -3.549 0.154 0.0 0.0 0.0
H 4.152 -2.848 -2.092 0.1 0.0 0.0
H 4.151 -1.377 -1.118 0.0 0.0 0.0
H 1.786 -2.345 -2.576 0.0 0.0 0.0
H 2.685 -1.050 -2.976 0.0 0.0 0.0
O -1.216 -2.249 -3.405 0.0 -0.1 0.0
S -1.609 -1.502 -2.235 0.1 0.2 0.0
O -1.991 -2.229 -1.049 0.1 -0.1 0.0
N -0.477 -0.470 -1.768 0.2 0.3 -0.6
C 0.141 0.376 -2.686 -0.1 -0.3 0.3
C -0.188 0.499 -4.023 0.0 0.0 0.0
C 0.474 1.409 -4.871 -0.1 -0.1 0.0
C 1.485 2.200 -4.417 0.0 0.0 0.0
C 1.871 2.100 -3.062 0.0 0.0 0.1
C 2.922 2.878 -2.528 0.0 0.0 -0.1
C 3.269 2.752 -1.218 0.1 0.0 0.1
C 2.551 1.841 -0.425 -0.1 0.0 0.0
N 1.571 1.104 -0.879 0.0 0.0 -0.2
C 1.210 1.204 -2.193 0.1 0.0 0.1
C -2.985 -0.490 -2.693 -0.2 -0.1 0.0
C -3.359 0.552 -1.850 0.0 -0.1 -0.1
C -4.472 1.309 -2.177 0.0 0.0 0.0
C -5.201 1.018 -3.325 0.0 0.0 0.0
C -4.817 -0.025 -4.156 0.0 0.0 0.0
C -3.700 -0.790 -3.843 0.0 0.1 0.1
H -0.956 -0.130 -4.441 0.0 0.0 0.0
H 0.171 1.467 -5.909 0.0 0.0 0.0
H 1.999 2.894 -5.071 0.0 0.0 0.0
H 3.446 3.571 -3.178 0.0 0.0 0.0
H 4.071 3.332 -0.783 0.0 0.0 0.0
H 2.796 1.723 0.620 0.0 0.0 0.1
H -2.773 0.771 -0.964 -0.1 -0.1 0.0
H -4.773 2.127 -1.536 0.0 0.0 0.0
H -6.072 1.611 -3.574 0.0 0.0 0.0
H -5.385 -0.244 -5.051 0.0 0.0 0.0
H -3.372 -1.602 -4.479 0.0 0.0 0.0
```
Positions in Å, forces in eV/Å.

Löwdin atomic charge list, values in e, 2 entries: Cd 1.4511; O -0.0283

The following is a DFT calculation (the ωB97M-V functional and the def2-TZVPD basis) of a structure of composition C35H34IN4O3PS2V.

Results
E = -113699.3842 eV
Max |F| = 0.0129 Eh/bohr
Orbital gap (spin up / spin down) = 7.289 / 7.436 eV
LUMO energy (spin up / spin down) = 0.20 / 0.20 eV
Relative energy (zero: lowest compared OMol25 entry of this formula, charge and spin) = 4.76 kJ/mol
Net charge = 0
⟨S²⟩ = 3.7635
Multiplicity = 4
E_HOMO (spin up / spin down) = -0.261 / -0.266 Ha

Structure (XYZ):
```
81
Properties=species:S:1:pos:R:3:forces:R:3
V 0.713 0.502 0.179 -0.5 0.1 0.4
I 1.687 -1.608 -1.407 0.0 -0.1 0.0
C 3.023 -0.288 -2.317 0.1 0.2 -0.1
C 3.623 -0.678 -3.477 0.1 0.1 -0.1
C 4.553 0.187 -4.101 -0.1 -0.1 0.0
C 4.868 1.376 -3.518 0.0 0.0 0.1
C 4.255 1.781 -2.302 0.2 0.2 -0.1
C 4.635 2.992 -1.665 0.0 -0.1 -0.1
C 4.063 3.330 -0.476 0.0 0.0 0.0
C 3.035 2.529 0.080 -0.1 0.2 0.1
C 2.547 1.377 -0.506 0.4 0.0 -0.4
C 3.266 0.972 -1.692 -0.3 -0.4 0.1
H 3.404 -1.644 -3.915 0.0 0.0 0.0
H 5.027 -0.119 -5.025 0.0 0.0 0.0
H 5.609 2.027 -3.967 0.0 0.0 0.0
H 5.397 3.612 -2.123 0.0 0.0 0.0
H 4.380 4.231 0.037 0.0 0.0 0.0
H 2.597 2.875 1.013 0.0 0.0 0.0
C 2.476 -1.830 3.814 -0.1 0.0 0.0
O 1.062 -1.554 3.823 -0.1 0.0 0.1
C 0.616 -0.850 2.799 0.0 0.2 -0.2
O 1.358 -0.427 1.912 0.2 -0.1 0.2
N -0.707 -0.612 2.851 0.0 0.1 0.1
N -1.303 -0.039 1.713 0.2 -0.5 -0.1
H 2.672 -2.323 4.760 0.0 0.0 0.0
H 3.039 -0.904 3.732 0.0 0.0 0.0
H 2.716 -2.484 2.979 0.0 0.0 0.0
H -1.258 -1.214 3.446 0.0 -0.1 -0.1
H -1.994 0.630 2.028 0.1 0.2 -0.1
H -1.731 -0.804 1.175 -0.1 0.1 0.0
C -1.073 5.155 -2.377 0.0 0.0 0.1
N -0.237 4.734 -1.261 0.1 0.0 -0.1
N -0.306 3.416 -0.829 -0.1 0.0 -0.2
C -0.012 3.361 0.506 0.0 -0.2 0.2
O 0.138 2.285 1.122 0.0 0.2 0.0
C 0.116 4.713 0.948 0.0 0.0 -0.2
C -0.041 5.502 -0.150 0.0 0.0 0.0
C -0.046 6.987 -0.262 0.0 0.0 0.0
C -0.289 2.326 -1.753 0.0 0.2 0.1
C -1.164 1.260 -1.548 -0.2 0.1 0.0
C -1.228 0.235 -2.492 0.0 0.0 0.1
C -0.435 0.297 -3.624 0.0 0.0 0.0
C 0.439 1.364 -3.814 0.0 0.0 0.0
C 0.526 2.381 -2.879 0.0 -0.1 0.0
H -1.124 4.350 -3.105 0.0 0.0 0.0
H -0.609 6.016 -2.852 0.0 0.0 0.0
H -2.084 5.406 -2.048 0.0 0.0 0.0
H 0.351 5.022 1.950 0.0 0.0 0.0
H 0.307 7.426 0.667 0.0 0.0 0.0
H -1.051 7.365 -0.456 0.0 0.0 0.0
H 0.602 7.321 -1.072 0.0 0.0 0.0
H -1.861 1.289 -0.719 0.0 0.0 0.0
H -1.899 -0.598 -2.319 0.0 0.0 0.0
H -0.479 -0.502 -4.353 0.0 0.0 0.0
H 1.082 1.392 -4.683 0.0 0.0 0.0
H 1.222 3.201 -2.999 0.0 0.0 0.0
S -4.307 -2.616 0.137 0.0 0.0 0.0
P -2.648 -3.685 0.082 0.0 0.2 0.0
S -0.923 -2.648 0.178 0.1 -0.4 0.0
C -2.631 -4.933 1.418 0.0 -0.1 0.1
C -3.830 -5.382 1.963 0.0 0.0 0.0
C -3.831 -6.355 2.952 0.0 0.0 0.0
C -2.634 -6.888 3.408 0.0 0.0 0.0
C -1.433 -6.442 2.871 0.0 0.0 0.0
C -1.433 -5.469 1.883 0.0 0.0 -0.1
C -2.592 -4.737 -1.412 -0.1 -0.1 -0.1
C -1.386 -5.209 -1.922 0.0 0.0 0.1
C -1.370 -6.039 -3.033 0.0 0.0 0.0
C -2.560 -6.405 -3.648 0.0 0.0 0.0
C -3.766 -5.935 -3.146 0.0 0.0 0.0
C -3.781 -5.105 -2.034 0.0 0.0 0.0
H -4.760 -4.948 1.616 0.0 0.0 0.0
H -4.770 -6.694 3.372 0.0 0.0 0.0
H -2.635 -7.647 4.180 0.0 0.0 0.0
H -0.496 -6.850 3.226 0.0 0.0 0.0
H -0.499 -5.108 1.470 0.0 0.0 0.0
H -0.458 -4.912 -1.449 0.0 0.0 0.0
H -0.427 -6.399 -3.425 0.0 0.0 0.0
H -2.548 -7.049 -4.518 0.0 0.0 0.0
H -4.698 -6.211 -3.623 0.0 0.0 0.0
H -4.716 -4.720 -1.647 0.0 0.0 0.0
```
Positions in Å, forces in eV/Å.

Löwdin atomic charge list, values in e, 2 entries: V 0.5360; I 1.1695